1.
A 2-piece molecular cluster, C4H14N3O overall, computed with wB97M-V/def2-TZVPD.

Geometry as XYZ:
```
22
Properties=species:S:1:pos:R:3:forces:R:3:mulliken_charge:R:1
C -1.440417 1.478317 0.720509 0.1 -0.1 0.0 0.85
N -0.926417 0.470367 1.428499 0.1 -0.2 0.2 -0.33
N -2.310937 2.306797 1.286359 -0.2 0.5 -0.4 -0.18
N -1.075037 1.647617 -0.555590 0.0 0.1 -0.2 -0.36
C -2.762807 2.194527 2.669498 -0.2 0.0 0.4 -1.00
H -1.203677 0.338187 2.404298 0.3 0.0 -0.8 0.22
H -0.255718 -0.169742 0.996129 -0.5 0.4 0.5 0.17
H -2.685097 3.068417 0.714989 0.3 -0.5 0.4 0.24
H -1.466917 2.419057 -1.101330 0.4 -0.7 0.3 0.21
H -0.404148 1.006027 -0.985460 -0.5 0.6 0.1 0.17
H -3.479116 3.009677 2.867118 0.4 -0.5 -0.1 0.30
H -1.920537 2.287457 3.375578 -0.3 0.1 -0.3 0.36
H -3.268137 1.230767 2.849548 0.1 0.4 -0.1 0.36
O 2.018952 -1.829752 -1.496630 0.1 -0.1 0.0 -0.28
C 1.673252 -3.021481 -2.174080 -0.5 -0.3 -0.1 -0.64
C 3.421311 -1.650822 -1.491730 0.4 0.4 0.2 -0.64
H 0.574442 -3.114471 -2.150100 0.5 0.0 0.0 0.21
H 2.112082 -3.908141 -1.686340 -0.1 0.2 -0.1 0.29
H 2.001651 -3.000411 -3.226839 0.0 0.0 0.3 0.29
H 3.934851 -2.478902 -0.974830 -0.2 0.2 -0.1 0.29
H 3.824430 -1.571162 -2.515330 -0.1 0.0 0.2 0.28
H 3.638001 -0.712322 -0.954260 -0.1 -0.4 -0.2 0.21
```
Forces are in eV/Å.

Computed properties:
Net charge = +1
2S+1 = 1
M = 120.176 g/mol
LUMO = -3.0 eV
Orbital gap = 9.4 eV
Relative energy (zero: lowest compared OMol25 entry of this formula, charge and spin) = 29.9 kcal/mol

---

2.
C37H61AsBaN4O9SSi3 as an isolated structure at a distorted geometry, computed with wB97M-V/def2-TZVPD.

Geometry as XYZ:
```
117
Properties=species:S:1:pos:R:3:forces:R:3:mulliken_charge:R:1
Ba -0.229056 0.382004 -1.511439 -0.2 1.7 -0.3 0.75
O -3.208836 -0.615268 -4.044456 -0.1 0.0 0.0 -0.79
C -2.733214 -0.477160 -2.909699 -0.4 -0.2 -0.1 0.02
O -1.697835 -1.033132 -2.435811 -2.5 -2.1 -1.5 -0.66
C -3.424401 0.537129 -1.955255 0.0 0.0 -0.2 0.82
N -2.734428 1.847006 -1.983494 -0.4 -0.2 -0.2 1.79
C -2.814480 2.435275 -3.322571 0.2 0.1 0.0 -1.63
C -1.600957 3.270944 -3.743341 0.0 0.0 0.1 -1.42
N -0.321514 2.583453 -3.623329 0.0 0.0 -0.2 1.47
C 0.810318 3.516089 -3.619190 0.1 0.0 0.1 -1.84
C 1.948423 3.151871 -2.663978 -0.1 0.0 0.0 -1.04
N 1.569647 3.146513 -1.255031 0.2 -0.2 0.0 1.44
C 1.267569 4.477645 -0.748988 -0.2 0.0 0.0 -1.82
C -0.229035 4.851623 -0.720625 0.0 0.0 -0.1 -1.22
N -1.086240 3.747800 -0.355477 0.0 0.0 0.1 1.64
C -2.487904 3.973907 -0.655926 0.0 0.0 0.0 -1.74
C -3.283453 2.697471 -0.937780 0.1 0.0 0.0 -0.85
C -0.866721 3.345800 1.022738 -0.1 0.0 -0.1 -0.89
C -1.374553 1.932226 1.333520 0.0 0.0 0.2 -0.56
O -2.116067 1.798678 2.328720 0.0 0.0 0.0 -0.70
O -0.962655 1.042929 0.537058 -1.2 1.1 3.2 0.74
C 2.609095 2.495870 -0.452819 0.0 0.0 0.0 -0.89
C 2.809766 0.973638 -0.682510 0.5 -0.1 0.2 -0.10
O 3.960603 0.607483 -0.955966 0.1 0.0 0.1 -0.79
O 1.806935 0.231121 -0.477534 2.4 0.0 1.3 -0.36
C -0.154785 1.594256 -4.696506 0.1 0.0 0.0 -0.59
C 1.117144 0.743379 -4.482411 0.1 0.0 -0.1 -0.02
O 1.918108 0.645571 -5.415276 0.0 0.0 -0.1 -0.89
O 1.195456 0.238161 -3.321678 1.7 -0.1 -2.3 -0.25
H -3.368422 0.137409 -0.941823 0.0 0.1 0.0 -0.91
H -4.483029 0.641036 -2.238611 0.0 0.0 0.0 0.50
H -3.713043 3.072374 -3.412213 0.0 0.0 0.0 0.26
H -2.940962 1.623987 -4.037822 0.0 0.0 0.0 0.71
H -1.546669 4.177144 -3.144517 0.0 0.0 0.0 0.46
H -1.781508 3.592389 -4.787522 0.0 0.0 0.0 0.40
H 0.444980 4.514778 -3.369263 0.0 0.0 0.0 0.72
H 1.249002 3.585709 -4.626272 0.0 0.0 0.0 0.46
H 2.763593 3.881705 -2.838650 0.0 0.0 0.0 0.33
H 2.337969 2.167567 -2.914213 0.0 0.0 0.0 0.50
H 1.782475 5.248060 -1.348190 0.0 0.0 0.1 0.36
H 1.668928 4.565763 0.262161 0.0 0.0 0.0 0.64
H -0.536146 5.208520 -1.704294 0.0 0.0 0.0 0.70
H -0.343098 5.712559 -0.029379 0.0 0.0 0.0 0.44
H -2.553874 4.633641 -1.522533 0.0 0.0 0.0 0.60
H -2.996303 4.500308 0.174129 0.0 0.0 0.0 0.52
H -4.319648 3.000315 -1.186255 0.0 0.0 0.0 0.43
H -3.345815 2.106021 -0.024196 0.0 0.0 0.0 -0.40
H -1.322061 4.058041 1.731583 0.0 0.0 0.0 0.18
H 0.208462 3.313670 1.205154 0.0 0.0 0.0 0.29
H 2.325985 2.590695 0.598140 0.0 0.0 0.1 0.60
H 3.588736 2.980590 -0.592394 0.0 0.0 0.0 0.17
H -0.101401 2.086800 -5.679589 0.0 0.0 0.0 0.30
H -1.002419 0.902841 -4.696011 0.0 0.0 0.0 0.33
C 5.994316 -0.987999 1.784195 -0.3 0.1 -0.1 -1.12
Si 5.479279 -2.253206 0.486969 0.6 -0.8 0.1 0.81
C 6.605846 -3.741634 0.924033 -0.1 0.1 0.0 -1.34
C 6.008831 -1.867926 -1.267506 -0.3 0.2 0.0 -1.10
As 3.395255 -3.278435 0.901491 -0.1 0.4 -0.1 -0.04
Si 2.257638 -3.580582 -1.161067 0.0 -0.3 -0.3 0.69
C 2.764971 -5.386576 -1.458426 0.0 0.0 0.0 -1.21
C 0.391337 -3.624423 -0.968791 0.0 0.1 0.1 -0.88
C 2.778588 -2.626069 -2.672594 0.0 0.3 0.3 -0.19
Si 2.229925 -1.947930 2.457178 -0.2 -0.2 0.5 0.58
C 2.649652 -2.927213 4.034547 0.0 0.0 -0.1 -1.31
C 0.373498 -2.062777 2.250818 0.1 -0.1 -0.2 -0.28
C 2.641269 -0.167062 2.902136 0.2 0.0 -0.4 -0.49
H 7.061514 -1.096095 1.991439 0.0 0.0 -0.1 0.44
H 5.447925 -1.171237 2.712086 0.1 0.0 0.0 0.27
H 5.783201 0.031550 1.463312 0.0 0.1 0.0 0.24
H 7.667927 -3.508221 0.790312 0.0 0.0 0.0 0.37
H 6.361669 -4.604650 0.298149 0.0 0.0 0.0 0.32
H 6.444538 -4.045912 1.962049 0.0 0.0 0.0 0.30
H 7.069927 -1.602175 -1.264699 0.0 0.0 0.0 0.41
H 5.434872 -1.054563 -1.709430 0.0 0.0 0.0 0.23
H 5.886424 -2.763363 -1.880525 0.0 0.0 0.0 0.31
H 2.368337 -6.035655 -0.674065 0.0 0.0 0.0 0.28
H 3.854052 -5.486133 -1.442468 0.0 0.0 0.0 0.24
H 2.401779 -5.744178 -2.426520 0.0 0.0 0.0 0.36
H 0.133708 -4.039334 0.007301 -0.1 0.0 0.0 0.19
H -0.046260 -4.268096 -1.736697 0.1 -0.1 0.0 0.51
H -0.118740 -2.667860 -1.093963 0.1 0.0 0.2 0.10
H 3.861905 -2.539483 -2.743255 0.0 -0.1 0.0 0.17
H 2.379696 -1.608168 -2.672270 0.0 0.0 -0.1 -0.47
H 2.409695 -3.139103 -3.564732 -0.1 0.0 0.0 0.47
H 2.303493 -3.959402 3.940359 0.0 0.0 0.0 0.30
H 2.190902 -2.482254 4.922597 0.0 0.0 0.0 0.41
H 3.732670 -2.965930 4.186487 0.0 0.0 0.0 0.24
H 0.039697 -3.087626 2.079573 0.0 0.0 0.0 0.27
H 0.030391 -1.449799 1.415342 0.0 0.0 0.0 -0.33
H -0.107154 -1.693841 3.161320 0.0 0.0 0.0 0.22
H 3.644470 0.127850 2.596571 0.0 0.1 0.0 0.17
H 2.550539 -0.039291 3.983804 0.0 0.0 0.0 0.51
H 1.931067 0.488391 2.401109 -0.1 0.1 -0.1 -0.32
O -2.941204 -2.141900 0.757574 0.0 0.0 0.0 -0.75
S -2.987181 -0.936037 1.632205 -0.2 -0.5 -0.1 0.71
C -4.738526 -0.460537 1.658270 0.1 0.1 0.0 0.26
C -5.630856 -1.263426 0.970209 0.0 0.0 0.0 -0.22
C -6.965475 -0.887570 0.896662 0.0 0.0 0.0 -0.71
C -7.391668 0.290966 1.493526 0.0 0.0 0.0 -0.44
C -6.478805 1.101575 2.158259 0.0 0.0 0.0 -0.72
C -5.144079 0.734167 2.237604 0.1 0.0 0.1 -0.19
C -2.976154 -1.597088 3.317769 0.1 0.2 0.0 -0.25
C -2.976412 -2.970984 3.474063 0.0 0.0 0.0 -0.16
C -2.875270 -3.506977 4.750696 0.0 0.0 0.0 -0.71
C -2.759047 -2.669033 5.851314 0.0 0.0 0.0 -0.47
C -2.739421 -1.290010 5.676223 0.0 0.0 0.0 -0.73
C -2.841396 -0.745347 4.405277 0.0 0.1 0.0 0.02
H -5.256840 -2.158583 0.488454 0.0 0.0 0.0 0.50
H -7.668596 -1.508451 0.355055 0.0 0.0 0.0 0.39
H -8.431090 0.588573 1.425552 0.0 0.0 0.0 0.37
H -6.804765 2.034779 2.601591 0.0 0.0 0.0 0.40
H -4.410412 1.374162 2.714059 0.0 0.0 0.0 0.20
H -3.034166 -3.592163 2.588759 0.0 0.0 0.0 0.48
H -2.868553 -4.581920 4.884143 0.0 0.0 0.0 0.40
H -2.665147 -3.089310 6.845316 0.0 0.0 0.0 0.36
H -2.625746 -0.636890 6.532924 0.0 0.0 0.0 0.40
H -2.780502 0.324211 4.239960 0.0 0.0 0.0 0.35
```
Forces are in eV/Å.

Computed properties:
Net charge = -2
2S+1 = 1
M = 1034.489 g/mol
LUMO = 3.8 eV
Orbital gap = 7.0 eV
Relative energy (zero: lowest compared OMol25 entry of this formula, charge and spin) = 78.0 kcal/mol

---

3.
A 3-piece molecular cluster, C5H13NO2 overall at a distorted geometry, computed with wB97M-V/def2-TZVPD.

Geometry as XYZ:
```
21
Properties=species:S:1:pos:R:3:forces:R:3:mulliken_charge:R:1
C 0.126954 2.851014 0.785225 -0.3 0.5 -0.7 -0.89
N 0.335693 2.285829 -0.554888 0.5 0.4 0.8 -0.10
C 0.853154 1.119651 -0.848688 -0.8 0.0 -0.6 0.37
C 1.126546 0.134867 0.085500 1.5 -0.8 1.8 -0.41
C 1.842529 -1.080422 -0.106630 -1.1 0.2 -1.6 -0.08
C 2.142900 -1.540411 -1.352478 0.8 -1.3 0.3 -0.83
H -0.649472 3.600247 0.681420 -0.5 -0.2 0.1 0.32
H -0.103918 2.142563 1.568618 0.0 -0.1 -0.1 0.36
H 0.991862 3.448248 0.984128 0.8 0.1 0.6 0.39
H 0.408743 3.025305 -1.243412 -0.4 -0.3 -0.4 0.29
H 0.927494 0.936157 -1.911798 0.4 -0.1 -0.1 0.36
H 1.058135 0.352480 1.148492 -0.5 0.4 -0.2 0.26
H 2.009239 -1.772800 0.707123 0.2 0.4 0.3 0.42
H 2.646461 -2.494803 -1.487510 0.0 0.0 0.4 0.27
H 1.949323 -1.110938 -2.301808 -0.4 1.0 -0.5 0.24
H -1.457052 -0.360694 0.140360 0.1 0.0 0.3 0.32
H -1.056803 -1.863369 0.311803 0.1 0.2 0.2 0.35
O -1.675425 -1.258158 -0.106724 -0.2 -0.4 -0.5 -0.63
H -4.603000 -2.711003 1.336196 0.0 0.1 -0.2 0.31
H -3.175299 -2.699625 0.709348 -0.4 0.3 -0.1 0.32
O -3.698065 -3.004137 1.455723 0.3 -0.3 0.4 -0.63
```
Forces are in eV/Å.

Computed properties:
Net charge = +1
2S+1 = 2
M = 119.164 g/mol
LUMO (spin up / spin down) = -4.4 / -6.8 eV
Orbital gap (spin up / spin down) = 8.9 / 6.5 eV
Relative energy (zero: lowest compared OMol25 entry of this formula, charge and spin) = 19.0 kcal/mol
⟨S²⟩ = 0.786

---

4.
A 2-piece molecular cluster, C26H22BBr3F4N2O8 overall at a distorted geometry, computed with wB97M-V/def2-TZVPD.

Geometry as XYZ:
```
66
Properties=species:S:1:pos:R:3:forces:R:3:mulliken_charge:R:1
C -4.145981 1.403005 -0.823497 0.5 -0.5 0.0 -0.84
B -3.994307 0.372738 0.416188 -0.2 0.5 -1.0 0.26
O -5.110273 0.108001 1.259149 1.3 0.6 0.1 -0.60
C -2.529099 -0.277393 0.650947 0.8 -0.3 1.4 1.07
C -1.782548 0.180448 1.803395 0.3 -2.2 -2.3 -1.48
C -0.427711 -0.399052 2.072397 -0.4 0.0 -1.6 0.78
C 0.314257 0.100065 3.363789 -0.5 -1.5 0.3 -1.08
C 0.132917 -1.083397 4.432110 0.7 0.1 0.1 -0.62
C 0.275866 -0.603905 5.911843 -0.4 -0.2 0.3 0.61
O 0.133793 0.524716 6.283534 0.3 -0.5 -0.4 -0.51
O 0.551729 -1.579872 6.891153 -0.6 0.1 -1.6 -0.52
C 0.131139 -1.377807 1.149582 -1.3 1.7 1.4 0.16
C 1.549128 -1.944219 1.445113 -0.5 -0.9 -0.8 -0.87
C 2.607299 -1.705723 0.295362 0.7 -0.7 0.7 -0.99
C 3.444676 -0.395684 0.444140 0.0 -0.6 -1.3 0.46
F 4.451159 -0.459477 -0.543548 -1.3 0.0 1.0 -0.31
Br 4.437720 -0.295009 2.168198 -0.6 0.0 -0.7 -0.13
C 2.655178 0.952226 0.185718 1.1 2.5 -0.1 0.51
F 2.089148 1.491016 1.316638 0.6 -1.3 -1.2 -0.23
F 3.599585 1.870789 -0.238723 -1.2 -1.5 0.7 -0.19
Br 1.297649 0.857027 -1.221973 0.5 -0.1 0.5 -0.07
C -0.659494 -1.840554 -0.038315 0.2 0.2 0.8 0.17
N -0.073997 -2.794752 -0.850281 -2.6 0.3 -1.1 -0.23
C -0.871807 -3.191164 -1.877074 -0.1 0.9 0.5 0.36
C -0.249675 -4.272827 -2.832754 0.5 -0.5 1.2 -0.30
C -0.778068 -5.733885 -2.505479 0.7 0.9 0.2 -1.09
F -0.361927 -3.939566 -4.199412 -0.3 -0.4 1.0 -0.32
C -2.234379 -2.644414 -2.079734 -0.1 -0.6 -1.0 0.27
C -3.084495 -3.218494 -3.285440 0.4 0.6 1.4 -0.22
C -3.230073 -2.142746 -4.415153 -1.7 -0.5 0.2 0.33
O -4.336888 -1.839017 -4.750027 1.0 0.0 -0.1 -0.48
Br -1.727982 -1.222461 -5.283837 -0.2 -0.5 0.6 -0.15
N -2.850744 -1.686718 -1.336368 3.6 -2.1 0.1 -0.50
C -2.006721 -1.317709 -0.304180 0.1 2.0 2.2 0.59
H -4.257087 2.461000 -0.458794 0.0 -0.9 -0.4 0.33
H -5.001243 1.130848 -1.500616 0.6 0.4 0.7 0.25
H -3.201922 1.344500 -1.423261 -0.8 0.3 0.4 0.25
H -5.145333 0.788861 1.958228 -0.3 -0.5 -0.4 0.30
H -2.253582 0.959568 2.457086 0.8 -0.9 -0.5 0.18
H 1.416553 0.208373 3.223101 -1.1 0.3 -0.1 0.09
H -0.140461 1.037204 3.780922 0.5 -0.9 -0.6 0.58
H 0.941747 -1.851823 4.252754 -0.9 0.7 0.2 0.37
H -0.847764 -1.600631 4.267092 0.7 0.5 0.4 0.43
H 0.367131 -2.455483 6.497271 0.3 0.5 0.2 0.34
H 1.432616 -3.067439 1.533720 0.1 1.1 -0.2 0.39
H 1.966377 -1.625658 2.439848 -0.5 0.0 -1.2 -0.02
H 3.346576 -2.558669 0.370411 -0.6 1.0 0.0 0.38
H 2.173314 -1.801148 -0.738313 0.3 0.5 1.2 0.34
H 0.855089 -4.311046 -2.605365 -1.1 0.4 -0.2 0.36
H -0.412623 -5.937017 -1.456213 -0.6 0.2 -1.0 0.34
H -1.891910 -5.808731 -2.540737 1.0 -0.1 -0.1 0.30
H -0.243291 -6.461700 -3.165054 -0.8 0.6 0.4 0.33
H -4.114030 -3.380302 -2.854091 0.9 0.4 -0.8 0.34
H -2.731902 -4.218552 -3.628793 0.0 1.1 -0.1 0.20
C 1.754977 7.390954 -1.409220 0.9 0.8 -0.3 -0.71
C 1.026373 6.267635 -1.084102 -0.5 -0.8 0.2 0.34
C 1.890429 5.033403 -0.769776 2.0 -0.2 -0.1 0.35
O 1.416206 3.952878 -0.386256 -0.8 -0.1 0.0 -0.56
C 3.331399 5.142257 -0.937998 -1.0 -0.9 0.3 -0.52
C 4.061037 6.264382 -1.277396 0.6 0.8 -0.3 0.35
C 3.203661 7.525579 -1.487535 -1.9 0.4 0.0 0.53
O 3.679694 8.642276 -1.723385 0.7 -0.1 -0.1 -0.76
O 5.305393 6.356545 -1.421905 -0.3 -0.2 0.1 -0.81
O -0.225893 6.154808 -1.016047 0.2 0.1 0.0 -0.83
H 1.226371 8.312576 -1.636134 -0.1 0.0 0.0 0.31
H 3.857023 4.210369 -0.762905 0.2 0.0 0.0 0.36
```
Forces are in eV/Å.

Computed properties:
Net charge = -2
2S+1 = 1
M = 816.984 g/mol
LUMO = 2.1 eV
Orbital gap = 1.8 eV